# 1
Entry from OMol25: a structure of composition C30H45IrNO3P2S (the ωB97M-V functional and the def2-TZVPD basis).

Structure (XYZ):
```
83
Properties=species:S:1:pos:R:3:forces:R:3
Ir -0.7080 -0.6763 -0.1459 -0.3 -1.4 -0.1
C -2.4682 -1.7496 1.1026 0.7 -0.2 -1.0
C -2.7015 -0.9001 -0.0883 -2.3 -2.4 -0.7
C -2.2450 -3.1188 -0.7479 0.0 -0.4 0.5
C -2.2549 -3.0885 0.6627 -0.2 0.5 0.1
C -2.4659 -1.7974 -1.2429 0.4 1.8 1.0
C -2.6363 -1.3472 2.5136 0.0 0.0 0.6
H -2.7353 -0.2635 2.6162 0.0 -0.1 0.0
H -1.7719 -1.6820 3.1034 -0.2 0.1 -0.1
H -3.5298 -1.8223 2.9425 0.1 0.2 0.0
C -2.1398 -4.2601 1.5597 0.3 -0.3 0.2
H -1.5934 -3.9925 2.4721 -0.1 -0.1 -0.2
H -1.6011 -5.0787 1.0683 -0.1 0.1 0.2
H -3.1346 -4.6401 1.8474 0.2 0.2 -0.1
C -2.1022 -4.3233 -1.5892 0.3 -0.3 -0.2
H -3.0835 -4.7794 -1.8005 0.2 0.1 0.1
H -1.4854 -5.0817 -1.0858 -0.2 0.2 -0.1
H -1.6138 -4.0791 -2.5397 -0.2 -0.1 0.2
C -2.7091 -1.4673 -2.6633 -0.1 -0.1 -0.7
H -3.6327 -1.9478 -3.0221 0.2 0.2 0.0
H -1.8819 -1.8441 -3.2830 -0.2 0.1 0.1
H -2.8022 -0.3877 -2.8237 0.0 -0.2 0.0
C -3.6714 0.2359 -0.1199 0.1 0.3 0.0
H -4.6992 -0.1481 -0.1479 0.2 0.0 0.0
H -3.5250 0.8507 -1.0076 -0.1 0.1 0.0
H -3.5816 0.8566 0.7721 -0.1 0.0 -0.1
C 2.1349 4.0606 1.7043 -0.2 0.2 0.6
C 0.9486 4.5010 2.1426 0.8 0.2 0.6
C 0.3002 5.7850 1.7025 -0.3 0.3 -0.2
C 0.5173 6.1979 0.2145 -0.2 0.4 0.5
C 0.4663 5.0764 -0.7803 0.5 -0.2 -0.5
C 1.5378 4.3979 -1.2249 -0.5 0.9 -0.2
C 2.9347 4.5708 -0.6891 0.5 -0.1 0.0
C 3.0609 4.8613 0.8339 0.4 0.1 -0.5
H 0.6474 6.6122 2.3504 -0.2 -0.3 -0.2
H 1.4461 6.7809 0.1261 -0.4 -0.3 -0.1
H -0.7896 5.7185 1.8630 0.3 -0.1 0.1
H 2.9565 5.9423 1.0144 0.0 -0.5 0.1
H 2.5514 3.1126 2.0699 -0.3 0.4 0.1
H 0.4722 4.0122 3.0050 0.2 0.0 -0.6
H 4.0902 4.5952 1.1288 -0.3 0.2 -0.1
H 3.5125 3.6539 -0.8931 -0.2 0.2 -0.1
H 1.4623 3.7544 -2.1111 -0.1 0.1 0.4
H 3.4429 5.3794 -1.2488 -0.1 -0.3 0.2
H -0.3071 6.8845 -0.0427 0.4 -0.1 0.1
H -0.5285 4.9171 -1.2063 0.3 -0.1 -0.1
P 0.2466 0.8290 1.2484 -0.2 -0.1 -1.6
C 1.2145 0.3426 2.6519 0.6 0.0 0.5
C -1.0237 2.0404 1.7023 -0.1 0.4 0.2
P 0.1082 0.8790 -1.5998 0.2 0.0 1.2
C 1.1870 1.4769 -0.2025 0.5 1.2 0.0
C -1.0755 2.1917 -2.0111 -0.1 0.2 -0.3
C 0.9706 0.4639 -3.1167 0.3 0.2 -0.4
H 1.3386 -0.7492 2.6109 0.0 0.2 0.0
H 0.6744 0.6021 3.5692 0.1 -0.1 -0.1
H 2.1902 0.8424 2.6490 -0.2 -0.1 0.1
H -0.6384 3.0648 1.6652 -0.1 -0.4 0.0
H -1.3373 1.8295 2.7335 0.0 0.0 -0.3
H -1.8939 1.9827 1.0394 0.3 -0.1 0.2
H 1.0021 1.3446 -3.7753 0.0 -0.2 0.2
H 0.4224 -0.3535 -3.6104 0.2 0.2 0.2
H 1.9869 0.1139 -2.8905 -0.4 0.0 -0.1
H 2.1846 1.0254 -0.2773 -0.2 -0.1 0.1
H 1.2834 2.5643 -0.1501 0.2 -0.2 -0.1
H -1.4996 1.9593 -2.9982 0.0 0.1 0.3
H -0.5737 3.1639 -2.0613 -0.1 -0.3 -0.1
H -1.8909 2.2538 -1.2825 0.3 0.0 -0.1
O 0.5818 -2.7366 2.0967 -0.7 1.1 0.8
C 0.9819 -2.9833 0.9446 2.3 -4.4 0.1
N 0.7298 -2.1606 -0.1454 -0.9 1.7 -1.6
S 1.4823 -2.6564 -1.5950 0.7 -2.3 0.6
O 0.4785 -2.8344 -2.6225 0.2 0.7 0.2
O 2.6168 -1.8180 -1.8931 -0.5 0.5 0.1
C 1.9597 -4.1798 -0.8676 0.4 -0.1 -1.7
C 2.5204 -5.2810 -1.5173 0.1 -0.4 0.3
C 2.8338 -6.4137 -0.7499 -0.1 0.5 -0.8
C 2.5781 -6.4318 0.6397 -0.6 1.1 0.7
C 1.9980 -5.3278 1.2660 0.7 -1.1 -0.1
C 1.7064 -4.1910 0.4974 -1.9 2.5 1.4
H 2.7001 -5.2438 -2.5894 0.0 -0.1 0.2
H 3.2674 -7.2920 -1.2195 -0.1 0.2 0.0
H 2.8326 -7.3125 1.2227 -0.1 0.1 -0.1
H 1.7725 -5.2868 2.3266 0.1 -0.2 -0.1
```
Forces are in eV/Å.

relative energy (zero: lowest compared OMol25 entry of this formula, charge and spin) = 0.0 kcal per mole
charge = +1
2S+1 = 5
HOMO (alpha / beta) = -7.07 / -10.79 eV
gap between HOMO and LUMO (alpha / beta) = 3.906 / 4.755 eV

---

# 2
Entry from OMol25: a structure of composition C8H14NO5P3SSr (the ωB97M-V functional and the def2-TZVPD basis).

Structure (XYZ):
```
33
Properties=species:S:1:pos:R:3:forces:R:3
C -3.2983 0.2117 -2.5806 0.7 1.1 0.4
C -2.7425 1.3222 -1.6311 0.6 0.5 1.0
C -3.3683 2.6272 -1.5487 1.6 -0.3 1.1
C -2.8277 3.6597 -0.6781 0.5 -1.6 -0.2
C -1.6741 3.4004 0.1617 -0.4 -1.6 -1.2
C -1.0333 2.0999 0.0987 -1.7 0.5 -1.0
C -1.5650 1.0667 -0.8019 -0.2 1.5 0.7
C -0.7950 -0.2998 -0.8537 -1.1 3.4 -2.1
O 0.5872 -0.0253 -0.4476 0.7 -3.4 1.8
P 1.4579 -1.4255 -0.0069 2.7 0.3 -3.2
O 1.1759 -2.4807 -1.1177 -0.7 2.1 3.1
O 3.0345 -1.0385 -0.0477 -2.0 -0.5 0.7
P 4.0785 -2.4003 0.0562 0.9 -1.7 0.8
S 3.3046 -3.9846 0.8363 0.0 0.4 -0.4
O 0.8708 -1.9151 1.5247 2.1 1.7 -4.0
P 1.4903 -0.8943 2.8524 -0.8 1.4 3.5
N 2.8330 -1.8146 3.4834 -1.3 1.3 -1.1
O 2.1142 0.5427 2.2831 0.7 -2.4 0.5
H -2.7677 0.3085 -3.5611 -0.6 -0.2 0.6
H -4.3941 0.3646 -2.7369 1.0 -0.5 0.2
H -3.0498 -0.7946 -2.1579 -0.6 0.6 -0.4
H -4.2646 2.8521 -2.1673 0.8 -0.3 0.5
H -3.3345 4.6467 -0.6844 0.5 -0.8 0.2
H -1.2356 4.1595 0.8472 -0.6 -0.6 -0.7
H -0.1406 1.9373 0.7411 -0.8 0.0 -0.7
H -0.7887 -0.6205 -1.9694 0.0 -0.1 1.8
H -1.3237 -1.0995 -0.2267 -0.9 9.0 -2.1
H 5.1877 -2.0084 0.8735 -0.7 0.7 -0.7
H 4.6093 -2.6072 -1.2489 -0.5 0.7 0.3
H 3.3158 -1.2237 4.1716 0.0 -0.4 -0.1
H 2.3777 -2.6071 3.9574 0.6 0.2 -0.1
H 3.0604 0.5939 2.5534 -0.4 0.3 -0.7
Sr -0.8947 -2.5535 0.0260 -0.4 -11.4 1.6
```
Forces are in eV/Å.

charge = +2
HOMO = -14.49 eV
gap between HOMO and LUMO = 7.052 eV

---

# 3
Entry from OMol25: a cluster of 3 separate species, C11H18Br2ClNO7P in total (the ωB97M-V functional and the def2-TZVPD basis).

Structure (XYZ):
```
41
Properties=species:S:1:pos:R:3:forces:R:3
C 5.0380 -0.5373 4.4225 0.0 0.0 -0.3
C 3.7443 0.2026 4.3787 -0.2 -0.1 0.1
Br 3.8610 2.0819 4.2661 0.0 0.1 0.0
C 2.5404 -0.3620 4.3718 0.5 0.3 0.1
Br 2.3254 -2.2184 4.4521 -0.1 0.0 0.1
N 1.3176 0.4325 4.2724 0.2 -0.1 -0.3
P -0.2071 -0.4804 3.5708 0.0 -0.3 0.1
O -1.0777 -0.2894 4.9279 0.3 0.0 -0.2
Cl -0.8712 1.1065 2.5307 -0.2 0.3 0.0
H 5.8596 0.1301 4.6530 0.1 0.0 0.1
H 5.2253 -0.9607 3.4342 0.0 -0.1 0.0
H 4.9964 -1.3562 5.1356 0.0 0.0 0.1
H 1.0900 0.8323 5.1874 -0.2 0.0 0.0
H 1.5026 1.2191 3.6389 0.1 0.0 0.0
H -1.0121 -1.0823 5.4791 -0.2 -0.1 0.1
C 1.8666 -0.2369 -2.9508 0.3 0.3 0.1
C 1.7204 -0.9665 -1.6495 -0.2 -0.1 -0.1
C 0.3161 -1.0469 -1.0877 0.0 0.0 -0.1
O 0.5696 -1.1309 0.3363 0.0 0.1 0.0
C 1.7500 -0.5349 0.5642 0.0 0.0 -0.1
O 2.1668 -0.2814 1.6669 -0.3 0.1 0.1
O 2.3926 -0.2612 -0.5642 0.1 -0.1 0.1
H 1.4395 -0.8257 -3.7599 0.0 0.0 0.0
H 1.3568 0.7231 -2.9187 0.0 0.0 0.0
H 2.9209 -0.0582 -3.1620 0.0 -0.1 0.0
H 2.1705 -1.9614 -1.6982 0.0 0.0 0.0
H -0.2478 -1.9153 -1.4135 0.0 -0.1 0.1
H -0.2505 -0.1345 -1.2806 0.0 0.0 0.0
C -5.4882 0.4374 -4.4232 0.1 0.1 -0.2
C -4.2873 0.3166 -3.5258 -0.1 0.0 0.0
C -3.9266 1.5441 -2.7133 0.0 0.0 0.0
O -2.5064 1.3884 -2.5495 0.0 0.0 0.0
C -2.0519 0.6648 -3.6004 0.0 0.1 -0.1
O -0.8982 0.5157 -3.8637 -0.2 0.0 0.1
O -3.0766 0.1454 -4.2972 0.0 -0.1 0.0
H -6.3984 0.4679 -3.8245 0.0 0.0 0.0
H -5.4318 1.3423 -5.0286 0.0 0.0 0.0
H -5.5450 -0.4160 -5.0968 0.0 0.0 0.1
H -4.3768 -0.5561 -2.8720 0.0 0.0 0.0
H -4.4084 1.5947 -1.7411 0.1 0.0 0.0
H -4.1085 2.4671 -3.2675 -0.1 0.0 0.0
```
Forces are in eV/Å.

relative energy (zero: lowest compared OMol25 entry of this formula, charge and spin) = 0.0 kcal per mole
charge = +1
HOMO = -12.57 eV
gap between HOMO and LUMO = 9.834 eV

---

# 4
Entry from OMol25: an isolated molecule of C8H8 (the ωB97M-V functional and the def2-TZVPD basis).

Structure (XYZ):
```
16
Properties=species:S:1:pos:R:3:forces:R:3
C 1.8805 0.3341 -0.2623 0.2 0.3 1.2
C 2.7602 -0.6545 -0.3153 -0.5 -0.5 -0.7
C -0.3339 -0.9519 0.2291 -0.6 -0.9 1.2
C 0.4659 0.2146 0.1173 0.5 1.8 -0.8
C -0.3739 1.2869 0.2124 0.2 -0.1 -1.2
C -1.7783 0.8664 0.4283 0.9 -0.4 -1.2
C -2.4770 0.2076 -0.6152 -2.2 0.2 -0.2
C -1.6882 -0.7294 0.3441 0.4 -0.5 2.2
H 2.2802 1.3447 -0.2350 -0.3 0.1 -0.5
H 3.7819 -0.4846 -0.6148 0.2 0.0 0.3
H 2.4064 -1.6749 -0.2304 0.2 -0.1 0.0
H 0.0319 -1.9252 0.5386 0.3 -0.1 -0.5
H -0.1715 2.2311 -0.2847 0.3 0.2 0.6
H -2.2820 1.2685 1.3111 -0.1 -0.6 0.1
H -2.3269 0.0640 -1.6728 1.0 0.5 -0.1
H -2.1756 -1.3975 1.0497 -0.6 -0.1 -0.4
```
Forces are in eV/Å.

relative energy (zero: lowest compared OMol25 entry of this formula, charge and spin) = 138.1 kcal per mole
HOMO = -6.55 eV
gap between HOMO and LUMO = 5.469 eV

---

Values of maximum force, in order: 4.91 11.50 0.57 2.30, all in eV/A.